# 1
Density functional theory data (wB97M-V/def2-TZVPD) for one molecule with the formula C5H8N2 at a distorted geometry.

```
15
Properties=species:S:1:pos:R:3:forces:R:3
C -1.1913 1.1757 -0.5598 -0.1 0.0 0.0
C -0.2248 0.0696 -0.2284 0.1 0.2 -0.4
C 1.1951 0.1158 -0.7991 0.0 0.0 0.0
C 2.1591 -0.5590 0.1742 -1.0 -0.3 1.0
N 1.3867 -0.8899 1.2005 -2.6 0.3 -0.2
C -0.1444 -0.5976 1.0694 1.2 0.2 0.0
N -0.6948 -1.3263 -0.0691 0.0 0.0 -0.2
H -0.7845 2.1541 -0.2793 0.0 -0.2 0.0
H -1.4011 1.2005 -1.6350 0.0 0.0 0.1
H -2.1435 1.0456 -0.0347 0.1 0.0 0.0
H 1.5345 1.1468 -0.9685 0.0 -0.1 0.0
H 1.2562 -0.3978 -1.7671 0.0 0.1 0.2
H -0.8143 -0.3464 1.9207 1.1 -0.3 -0.4
H 1.5838 -1.4336 2.0283 0.9 0.1 -0.3
H -1.7168 -1.3575 -0.0519 0.3 0.1 0.2
```
Forces are in eV/Å.

Values from the calculation:
Kohn-Sham gap	9.017	eV
M	96.1	g mol⁻¹
HOMO energy	-8.154	eV
spin multiplicity	1
LUMO level	0.9	eV

=====

# 2
Density functional theory data (wB97M-V/def2-TZVPD) for one molecule with the formula C5H8N2.

```
15
Properties=species:S:1:pos:R:3:forces:R:3
C 0.0829 1.1636 -1.4954 -0.1 0.1 -0.1
N 0.0849 0.5411 -0.1880 -0.1 -0.2 0.2
C -0.0416 1.1458 1.0419 0.1 0.1 0.1
C 0.1134 0.1837 2.0081 0.0 0.1 0.1
C 0.3207 -1.0614 1.3495 -0.1 -0.1 0.0
C 0.2233 -0.8042 0.0052 -0.2 0.1 0.1
N -0.0951 -1.6160 -1.1069 0.1 -0.2 0.1
H 0.8819 0.7368 -2.1084 -0.1 0.1 0.1
H -0.8656 1.0080 -2.0210 0.1 0.1 0.1
H 0.2573 2.2347 -1.3786 -0.1 -0.1 0.0
H -0.2894 2.1954 1.1046 0.2 -0.1 0.1
H -0.0020 0.3208 3.0745 0.2 0.1 -0.1
H 0.4660 -2.0370 1.7990 -0.2 0.2 -0.1
H -0.0516 -2.5883 -0.8268 0.2 0.0 -0.1
H -1.0850 -1.4229 -1.2577 0.1 -0.3 -0.4
```
Forces are in eV/Å.

Values from the calculation:
Kohn-Sham gap	8.523	eV
M	96.1	g mol⁻¹
HOMO energy	-7.548	eV
spin multiplicity	1
structure (SMILES)	Cn1cccc1N
LUMO level	1.0	eV

=====

# 3
Density functional theory data (wB97M-V/def2-TZVPD) for one molecule with the formula C5H8N2.

```
15
Properties=species:S:1:pos:R:3:forces:R:3
C 2.3770 -0.5924 0.4448 0.0 0.0 0.1
C 1.1593 -0.0869 0.2321 0.2 0.1 -0.4
C 0.0694 -0.7036 -0.6181 -0.2 0.0 0.0
C -1.1616 0.0950 -0.2356 0.3 0.1 0.1
N -2.4428 -0.2096 -0.7318 0.0 0.0 0.2
C -0.7442 1.1842 0.4161 0.0 0.0 -0.1
N 0.6748 1.1882 0.5548 0.2 0.0 0.2
H 3.1762 -0.0076 0.8885 -0.2 -0.1 0.1
H 2.6143 -1.6025 0.1239 -0.1 0.2 0.0
H 0.3579 -0.4301 -1.6410 -0.3 -0.2 -0.1
H -0.0165 -1.7940 -0.5769 0.0 0.2 0.2
H -3.1550 0.3828 -0.3179 0.1 -0.1 -0.1
H -2.6970 -1.1772 -0.5645 0.1 0.1 -0.1
H -1.3097 2.0655 0.7006 0.1 -0.2 0.0
H 1.0978 1.6881 1.3251 -0.1 -0.2 -0.1
```
Forces are in eV/Å.

Values from the calculation:
Kohn-Sham gap	8.073	eV
M	96.1	g mol⁻¹
HOMO energy	-7.035	eV
spin multiplicity	1
structure (SMILES)	C=C1CC(N)=CN1
LUMO level	1.0	eV

=====

# 4
Density functional theory data (wB97M-V/def2-TZVPD) for C5H8N2 as an isolated structure.

```
15
Properties=species:S:1:pos:R:3:forces:R:3
C -1.6483 -0.9266 0.2349 0.2 -0.1 0.1
C -0.2011 -1.0891 -0.0933 -0.4 0.5 0.0
C 0.2630 -0.1739 -1.2092 -0.1 0.0 0.0
N 1.5553 0.2542 -0.6758 0.2 0.2 -0.1
C 1.3077 0.3699 0.7418 -0.2 0.1 0.0
C 0.4566 1.4503 1.1826 -0.4 0.5 0.1
N -0.3053 2.2741 1.4689 0.4 -0.5 -0.1
H -1.7819 0.0697 0.7002 -0.1 -0.1 0.0
H -2.2468 -0.8898 -0.6911 0.2 0.0 0.2
H -2.0502 -1.7023 0.8956 0.1 0.2 -0.1
H 0.6602 -0.8448 0.8066 0.0 -0.5 -0.1
H -0.4242 0.6820 -1.3663 0.1 -0.1 0.1
H 0.3467 -0.7071 -2.1671 0.0 0.0 0.2
H 1.8949 1.1162 -1.0849 0.1 -0.1 0.0
H 2.1802 0.2093 1.3850 -0.3 0.0 -0.1
```
Forces are in eV/Å.

Values from the calculation:
Kohn-Sham gap (spin up / spin down)	7.741 / 7.747	eV
M	96.1	g mol⁻¹
HOMO energy (spin up / spin down)	-8.344 / -8.294	eV
spin multiplicity	1
LUMO level (spin up / spin down)	-0.6 / -0.5	eV

=====

# 5
Density functional theory data (wB97M-V/def2-TZVPD) for one molecule with the formula C5H8N2 at a distorted geometry.

```
15
Properties=species:S:1:pos:R:3:forces:R:3
C -1.7841 0.6446 -0.4579 -0.1 -0.1 0.1
C -1.2668 0.0480 0.8289 -1.0 0.3 0.0
C 0.1278 -0.3497 0.8838 0.7 -0.9 -0.8
C 2.2613 -0.5721 -0.3126 0.9 -0.2 -0.3
C 2.6099 -0.1061 -1.5329 -0.1 -0.1 -0.1
N 0.8928 -0.3661 -0.1622 -0.8 1.7 0.1
N -1.9443 -0.1429 1.8958 0.4 0.0 -0.2
H -2.9133 0.1594 1.8072 0.0 0.0 -0.2
H 0.4868 -0.7740 1.8141 0.1 0.1 0.0
H 2.8053 -0.9500 0.5512 -0.1 -0.1 -0.1
H -2.8269 0.9381 -0.3473 0.0 0.0 0.0
H -1.2009 1.5233 -0.7383 0.0 0.0 0.0
H -1.7154 -0.0785 -1.2721 0.0 0.0 0.0
H 3.6668 -0.1164 -1.7995 0.1 0.0 0.2
H 0.8010 0.1422 -1.1583 -0.4 -0.8 1.1
```
Forces are in eV/Å.

Values from the calculation:
Kohn-Sham gap (spin up / spin down)	7.203 / 7.203	eV
M	96.1	g mol⁻¹
HOMO energy (spin up / spin down)	-7.933 / -7.933	eV
spin multiplicity	1
LUMO level (spin up / spin down)	-0.7 / -0.7	eV

=====

# 6
Density functional theory data (wB97M-V/def2-TZVPD) for one molecule with the formula C5H8N2.

```
15
Properties=species:S:1:pos:R:3:forces:R:3
C -0.0611 0.9460 1.6549 0.0 0.1 0.1
N -0.2499 0.0609 0.5234 0.0 0.0 -0.2
C -1.4865 -0.4172 0.1487 -0.1 0.0 0.0
C -1.4072 -0.8818 -1.1339 0.0 0.0 0.0
C -0.0588 -0.7085 -1.5616 0.1 0.0 0.0
C 0.6265 -0.1328 -0.5191 -0.2 0.0 0.0
N 1.9698 0.2897 -0.4095 0.0 -0.1 -0.1
H 0.7181 1.6732 1.4164 -0.1 -0.1 0.0
H -1.0005 1.4800 1.8249 0.2 0.0 0.0
H 0.2072 0.4137 2.5740 0.0 0.0 -0.2
H -2.3090 -0.3861 0.8505 0.1 0.0 -0.2
H -2.2237 -1.3018 -1.7053 0.1 0.0 0.1
H 0.3642 -0.9767 -2.5215 0.0 0.0 0.2
H 2.5103 -0.3327 0.1857 -0.1 0.1 0.0
H 2.4006 0.2740 -1.3276 0.0 0.1 0.1
```
Forces are in eV/Å.

Values from the calculation:
Kohn-Sham gap	8.643	eV
M	96.1	g mol⁻¹
HOMO energy	-7.622	eV
spin multiplicity	1
structure (SMILES)	Cn1cccc1N
LUMO level	1.0	eV

=====

# 7
Density functional theory data (wB97M-V/def2-TZVPD) for one molecule with the formula C5H8N2 at a distorted geometry.

```
15
Properties=species:S:1:pos:R:3:forces:R:3
C -1.0475 0.4826 0.0508 -4.6 0.8 -2.6
C 2.0491 1.3796 0.4679 1.3 1.1 0.8
C 1.4475 0.2684 0.0223 1.0 -0.6 -0.7
C 2.2165 -0.9728 -0.5247 -0.8 1.0 2.0
C -3.3793 -0.3019 0.0790 0.3 2.5 2.7
N 0.1223 0.3469 -0.0372 0.0 -1.2 1.1
N -2.5065 0.8171 0.5200 3.0 -1.6 0.5
H 1.4185 2.2404 0.8128 1.1 -0.9 -0.3
H 3.1488 1.3029 0.5845 -0.9 0.8 -0.2
H 2.2808 -1.1028 -1.5648 -0.4 0.3 -1.6
H 3.2435 -1.0049 -0.1845 0.1 0.3 0.4
H 1.7227 -1.8210 -0.1120 -0.3 -1.0 0.2
H -3.3577 -0.3310 -0.9376 -0.3 0.4 -3.3
H -4.3479 -0.0465 0.5169 0.1 -0.5 -0.3
H -3.0108 -1.2570 0.3065 0.4 -1.4 1.1
```
Forces are in eV/Å.

Values from the calculation:
Kohn-Sham gap (spin up / spin down)	5.917 / 7.703	eV
M	96.1	g mol⁻¹
HOMO energy (spin up / spin down)	-5.067 / -9.087	eV
spin multiplicity	3
LUMO level (spin up / spin down)	0.9 / -1.4	eV

=====

# 8
Density functional theory data (wB97M-V/def2-TZVPD) for one molecule with the formula C5H8N2O at a distorted geometry.

```
16
Properties=species:S:1:pos:R:3:forces:R:3
C 1.2309 -0.1648 0.6942 0.2 -1.2 1.0
C -1.8946 0.6369 -0.4733 0.5 0.0 2.6
C -0.5315 0.2315 1.7839 -2.0 0.2 -2.3
C 2.6291 -0.6510 0.4912 -0.2 1.4 2.1
C -1.6911 0.2268 -1.8950 -1.5 -0.6 1.9
N 0.3450 0.0580 -0.2283 1.6 -0.1 0.1
N -0.8455 0.3529 0.3894 -0.1 0.2 1.9
O 0.7576 -0.1545 1.9564 0.3 0.8 -1.7
H -2.8570 0.9963 -0.0206 1.3 -0.6 -0.5
H -1.0709 0.4675 2.6574 -0.8 0.3 0.3
H 3.4326 -0.1967 1.1487 -1.2 0.1 -0.9
H 2.7297 -0.4637 -0.5139 1.2 0.3 -2.4
H 2.7119 -1.6824 0.6922 -0.2 -1.4 0.1
H -1.1792 -0.7123 -1.9420 -0.1 -0.9 -0.1
H -1.0888 0.8610 -2.4272 1.4 1.9 -1.5
H -2.6782 0.1945 -2.3132 -0.4 -0.2 -0.6
```
Forces are in eV/Å.

Values from the calculation:
Kohn-Sham gap (spin up / spin down)	7.099 / 7.148	eV
M	112.1	g mol⁻¹
HOMO energy (spin up / spin down)	-6.160 / -6.202	eV
spin multiplicity	1
LUMO level (spin up / spin down)	0.9 / 0.9	eV

=====

ΔE to the lowest compared entry with this formula, charge and spin / eV: 3.1365 0.6557 1.1545 4.9837 4.4586 0.3965 2.5600 4.3525
E_tot / Ha: -304.72023 -304.81140 -304.79307 -304.65235 -304.67164 -304.82092 -304.57407 -379.92823